Here is an isolated molecule of C21H21N7O from the Open Molecules 2025 dataset. Energies are from ωB97M-V/def2-TZVPD.

molecular weight: 387.447 g/mol
E_HOMO: -7.9 eV
maximum force: 6.5 eV/A
SMILES: CC(C)CNC(=O)c1c(N)n(/N=C/c2ccccn2)c2nc3ccccc3nc12
orbital gap: 7.0 eV
charge: 0
energy above the lowest of the compared OMol25 structures with the same formula, charge and spin: 1.333 eV
spin multiplicity: 1

```
50
Properties=species:S:1:pos:R:3:forces:R:3:nbo_charge:R:1
O 0.2887 -2.6788 1.2741 -0.1 0.9 -0.8 -0.667
N -1.5930 2.3029 1.7179 -4.2 0.9 -0.5 -0.239
N -5.2494 2.6007 1.0010 -0.8 0.9 0.4 -0.392
N 2.7913 0.7573 0.2772 -4.7 2.7 0.4 -0.391
N 1.1804 3.3370 0.8187 -1.0 -4.2 -0.9 -0.367
C 1.0793 -1.7864 0.9168 0.4 -1.5 1.6 0.659
C 0.7169 -0.3816 0.8808 -0.7 3.8 -1.4 -0.308
C -0.4710 0.1814 1.2666 -1.3 -3.2 1.1 0.450
C -2.8805 2.0440 1.3515 5.0 -0.7 -1.2 0.102
C -6.2674 3.4854 1.2685 1.0 -0.4 -1.1 0.043
C 1.4144 0.8578 0.5311 5.7 -3.0 -0.2 0.171
C -4.0374 2.8631 1.5265 -0.7 3.2 3.2 0.074
C 0.7057 2.0773 0.8335 -0.1 0.5 0.2 0.309
C -6.1721 4.6846 2.0154 -1.6 -0.4 -1.1 -0.248
C -3.8692 3.9770 2.3835 -1.4 1.0 0.3 -0.183
C -4.9802 4.8749 2.6190 3.3 -0.6 0.6 -0.176
C 5.1873 3.3745 -0.1422 -1.3 -1.7 -0.6 -0.193
C 4.4179 4.5669 -0.0554 0.1 -1.3 0.0 -0.224
C 4.5785 2.0735 -0.1403 4.1 4.7 -0.1 -0.198
C 3.0415 4.5170 0.1428 1.9 0.6 -0.4 -0.215
C 3.2914 2.0394 0.1571 -4.3 -0.8 0.6 0.067
C 2.4575 3.2560 0.3287 0.9 0.9 0.5 0.169
N -1.4532 -0.6022 1.8370 -0.4 1.7 -0.5 -0.830
N -0.5494 1.5636 1.1897 -1.1 -0.4 0.5 -0.250
N 2.3934 -2.1185 0.7651 -0.5 1.0 0.1 -0.613
C 3.3739 -5.2575 -1.0685 0.0 -0.4 0.5 -0.611
C 2.4700 -3.1605 -1.9868 0.1 0.6 0.7 -0.624
C 2.7975 -3.4734 0.6356 0.1 -1.8 -0.2 -0.227
C 2.3398 -4.0821 -0.7881 3.9 -1.6 1.2 -0.224
H -3.0961 1.2934 0.6330 0.2 -1.3 -0.5 0.193
H -7.1903 3.2771 0.7293 0.1 -0.2 0.2 0.200
H -7.0102 5.4619 2.0356 1.2 -1.5 0.1 0.239
H -2.8937 4.1883 2.8660 -0.8 -0.3 -0.5 0.243
H -4.7762 5.7130 3.2734 -0.2 0.1 -0.1 0.220
H 6.2389 3.3953 -0.3295 0.5 0.4 0.0 0.208
H 4.9545 5.4925 -0.1394 0.0 0.4 -0.1 0.214
H 5.1395 1.1849 -0.2626 0.4 -0.7 -0.1 0.225
H 2.5072 5.4861 0.1286 -0.1 -1.1 0.3 0.231
H -1.8854 -0.1815 2.6475 -0.5 -0.6 -0.3 0.398
H -1.6010 -1.5550 1.4943 0.5 0.6 0.8 0.453
H 3.0210 -1.4093 0.4350 0.1 0.4 0.0 0.425
H 3.2443 -6.0033 -0.2060 0.5 0.7 -1.5 0.206
H 3.1979 -5.7215 -2.0773 -0.2 0.1 1.1 0.207
H 4.4502 -4.9130 -1.1488 -1.2 -0.1 0.5 0.199
H 1.9351 -2.2413 -1.7718 0.0 0.4 -0.3 0.209
H 3.5379 -2.8986 -2.3117 -1.5 -0.6 0.6 0.209
H 1.9082 -3.6866 -2.7365 0.1 0.1 -1.0 0.217
H 3.8967 -3.5477 0.8351 -0.6 0.4 -1.0 0.202
H 2.4652 -4.1309 1.4932 -0.5 0.8 -1.0 0.220
H 1.4127 -4.6380 -0.6852 -0.5 0.8 -0.1 0.219
```
Forces are in eV/Å.



Here is the ion C21H21O3 with charge +1 from the Open Molecules 2025 dataset. Energies are from ωB97M-V/def2-TZVPD.

molecular weight: 321.396 g/mol
E_HOMO: -10.8 eV
maximum force: 3.2 eV/A
orbital gap: 5.5 eV
charge: +1
spin multiplicity: 1

```
45
Properties=species:S:1:pos:R:3:forces:R:3:nbo_charge:R:1
C -4.3438 0.5226 5.3598 -0.3 0.1 -0.5 -0.261
O -4.8080 1.0328 4.0844 0.7 -0.1 -0.1 -0.491
C -3.9101 1.2966 3.0934 0.4 1.1 0.0 0.335
C -4.4040 2.0643 1.9972 0.6 -0.8 0.3 -0.256
C -3.5605 2.3749 0.9255 0.6 -0.2 1.3 -0.164
C -2.1662 2.2069 1.0395 -1.2 -1.6 0.4 -0.114
C -1.3188 2.6684 -0.1183 -1.1 1.7 -0.3 -0.238
C 0.0163 3.2877 0.3689 0.2 -0.5 -0.6 -0.088
C 0.9691 3.6890 -0.5861 0.7 -0.2 0.5 -0.131
C 2.2298 4.0848 -0.1716 -0.6 -0.1 1.8 -0.108
C 2.5193 4.1139 1.2188 0.0 0.4 -0.2 0.342
O 3.7898 4.4854 1.5317 -0.4 0.0 -1.2 -0.466
C 4.4650 4.7676 0.2580 0.5 -0.1 0.1 -0.063
C 3.4202 4.5629 -0.8889 1.5 0.7 -0.5 -0.459
C 1.5587 3.8626 2.1933 0.4 0.1 -0.3 -0.258
C 0.3229 3.4503 1.7458 -0.8 -0.6 -1.0 -0.168
C -1.6871 1.3632 2.1044 -0.1 0.1 -0.5 -0.141
C -2.5342 0.9503 3.1500 -0.3 0.2 -0.1 -0.330
H -5.2730 0.4754 5.9337 0.4 -0.1 0.1 0.216
H -3.9013 -0.4818 5.2681 -0.2 0.3 -0.1 0.185
H -3.6276 1.2102 5.8350 -0.2 -0.1 -0.2 0.187
H -5.4240 2.4316 2.0417 0.0 -0.4 -0.2 0.239
H -3.9406 2.6844 -0.0369 -0.3 0.7 0.2 0.209
H -1.8131 3.3659 -0.8600 -0.2 0.7 1.9 0.220
H 0.8072 3.6147 -1.6571 0.0 0.6 0.4 0.171
H 4.8620 5.8008 0.3192 -0.3 -0.6 -0.1 0.202
H 5.3171 4.0667 0.1550 -0.5 0.4 0.2 0.195
H 3.8180 3.8858 -1.6530 -0.2 -0.1 0.2 0.226
H 3.2967 5.5188 -1.4079 -0.4 -0.1 0.1 0.231
H 1.7622 3.9770 3.2594 0.0 -0.1 -0.4 0.245
H -0.4343 3.1661 2.4652 0.2 0.3 0.0 0.236
H -0.6406 0.9585 2.1032 -1.0 0.8 0.1 0.220
H -2.1195 0.4481 4.0565 -0.4 0.2 -1.1 0.237
C -3.7994 0.8267 -3.8739 -0.8 -0.4 -0.5 -0.720
C -2.6837 1.3423 -3.0812 0.8 -1.1 2.9 0.584
C -1.4057 1.7272 -3.5176 0.7 0.2 -0.1 -0.339
C -0.6376 1.8792 -2.3938 -0.4 -0.6 -0.7 0.031
C -1.3610 1.5449 -1.1572 1.1 -1.4 -0.9 0.014
O -2.7101 1.2411 -1.7395 0.0 0.3 -0.8 -0.392
H -3.3671 0.3986 -4.8053 -0.4 0.4 0.5 0.267
H -4.3360 0.0139 -3.3340 0.4 0.7 -0.2 0.284
H -4.5345 1.6188 -4.1496 0.5 -0.5 0.2 0.294
H -1.1262 1.7705 -4.5831 -0.1 0.4 0.9 0.273
H 0.3194 2.3433 -2.3396 0.5 -0.7 -0.4 0.245
H -1.0356 0.6802 -0.5242 -0.2 -0.1 -1.4 0.299
```
Forces are in eV/Å.



Here is a structure of composition C21H22AsBaCl2F10N3O10S3 from the Open Molecules 2025 dataset. Energies are from ωB97M-V/def2-TZVPD.

molecular weight: 1045.755 g/mol
E_HOMO: -1.6 eV
maximum force: 5.0 eV/A
orbital gap: 5.6 eV
charge: -2
energy above the lowest of the compared OMol25 structures with the same formula, charge and spin: 0.541 eV
spin multiplicity: 1

```
73
Properties=species:S:1:pos:R:3:forces:R:3:mulliken_charge:R:1
Ba -1.5059 0.1050 -0.0083 3.9 -0.3 3.1 0.872
C 5.3663 -0.2160 -1.4779 0.3 0.1 0.0 -1.399
C 3.8752 0.1062 -1.4089 -0.1 -0.2 0.0 -0.583
N 3.0262 -1.0157 -1.0501 -0.4 0.3 0.1 0.756
C 3.1395 -2.1928 -1.8874 0.0 0.1 0.1 -0.537
C 2.9856 -1.8722 -3.3656 -0.1 0.0 -0.1 -1.409
C 3.0006 -1.2677 0.3908 0.3 -0.2 -0.3 -1.162
C 2.0422 -0.3784 1.1882 -0.1 0.2 0.3 -0.441
N 0.7380 -0.9835 1.3533 -0.1 -0.4 0.1 0.476
C 0.4586 -1.6899 2.4467 -0.3 -0.1 -0.6 0.390
C -0.7705 -2.4489 2.4547 0.4 0.2 -0.1 -0.362
F -1.4620 -2.5201 1.2875 -0.1 0.1 0.1 -0.288
C -1.2725 -3.0879 3.5446 -0.1 -0.1 0.0 0.422
F -2.4640 -3.7287 3.4275 0.1 0.0 0.1 -0.370
C -0.5935 -3.1343 4.7596 0.0 0.0 0.1 -0.999
C 0.6370 -2.5123 4.7550 0.2 0.0 0.1 0.416
F 1.3996 -2.5444 5.8851 -0.1 0.0 0.0 -0.370
C 1.1642 -1.8564 3.6634 0.1 -0.1 0.2 0.375
F 2.4230 -1.3470 3.8091 0.0 0.0 0.2 -0.377
H 5.9396 0.6767 -1.7506 0.0 -0.1 0.0 0.462
H 5.5737 -0.9811 -2.2308 0.0 0.0 0.1 0.265
H 5.7405 -0.5756 -0.5167 0.0 0.0 0.0 0.266
H 3.5505 0.5198 -2.3694 0.0 0.0 0.0 0.433
H 3.7137 0.8873 -0.6601 0.0 0.0 0.0 0.278
H 2.3391 -2.8706 -1.5850 0.0 0.0 0.0 0.532
H 4.0952 -2.7290 -1.7352 0.0 -0.1 0.0 0.391
H 2.1079 -1.2454 -3.5240 -0.1 0.0 0.0 0.230
H 2.8508 -2.7937 -3.9375 0.0 0.0 0.0 0.414
H 3.8571 -1.3496 -3.7717 0.0 0.0 0.0 0.339
H 4.0234 -1.1802 0.8011 0.0 0.0 0.1 0.049
H 2.6845 -2.2987 0.5584 0.0 0.0 -0.1 0.610
H 1.9157 0.5799 0.6584 0.0 -0.1 0.0 -0.126
H 2.5177 -0.1540 2.1453 0.0 0.2 -0.2 0.492
H -1.0030 -3.6086 5.6382 0.0 0.0 0.0 0.454
F -5.9255 -0.8369 -2.1953 -0.2 -0.1 -0.4 -0.256
C -5.2571 -0.0399 -1.3682 0.9 0.1 0.0 0.746
F -5.7893 1.1614 -1.4235 0.0 0.0 0.3 -0.164
F -5.3252 -0.6046 -0.1874 0.0 0.3 0.3 -0.152
S -3.4662 0.0428 -2.1081 0.1 0.0 -2.6 1.138
O -2.5261 1.1954 -1.9992 -2.6 -1.4 -0.8 -0.261
O -3.8253 -0.2281 -3.4892 0.2 0.3 0.5 -0.659
N -2.8672 -1.3500 -1.3872 -0.5 -0.7 -2.6 -0.689
S -1.4521 -1.7968 -2.0514 0.6 -0.3 -2.1 1.369
O -0.9627 -3.0420 -1.5495 -0.6 0.2 0.5 -0.659
O -0.4895 -0.6790 -2.1256 -0.6 -1.8 -1.1 -0.368
C -1.7021 -2.2182 -3.8684 0.3 -0.1 0.4 0.343
F -0.7402 -3.1034 -4.1684 0.1 -0.2 -0.1 -0.221
F -2.8695 -2.8089 -4.0778 -0.2 0.0 -0.1 -0.201
F -1.5303 -1.1891 -4.6748 -0.2 0.2 -0.1 -0.186
O -2.1271 3.6780 -0.2386 0.0 -0.7 0.3 -0.646
As -3.5972 2.9196 0.4470 -0.4 -1.2 -0.9 1.181
O -4.8876 3.7648 -0.1359 0.6 -0.4 0.3 -0.835
O -3.5720 1.1758 0.3554 -1.4 3.4 0.3 -0.857
C -3.4290 3.1958 2.3304 0.4 -0.5 1.0 -0.595
C -4.4067 4.0056 2.8901 0.1 0.0 0.2 -0.768
C -4.5279 4.1147 4.2696 0.0 0.1 0.1 -0.483
C -3.6944 3.3868 5.1039 0.0 0.0 0.0 -0.591
C -2.7066 2.5676 4.5705 0.0 0.2 -0.4 -0.747
C -2.5552 2.4816 3.1877 -0.6 0.3 -0.3 0.308
S -1.2932 1.3359 2.6193 -0.6 -0.1 -0.1 1.319
O -2.0175 0.0500 2.4070 0.9 1.9 1.3 -0.449
O -0.2998 1.3270 3.6452 0.4 -0.1 0.5 -0.678
O -0.7599 1.9101 1.3217 -0.1 0.9 2.6 -0.737
H -1.3551 3.1863 0.1293 -0.6 0.4 -0.1 0.539
H -5.0799 4.5255 2.2201 0.0 0.0 0.0 0.517
H -5.2829 4.7671 4.6938 0.0 0.0 0.0 0.360
H -3.8168 3.4463 6.1804 0.0 0.0 0.0 0.351
H -2.0465 1.9955 5.2084 0.0 0.0 0.0 0.482
Cl 1.6194 4.8697 -2.3908 0.0 -0.3 0.2 -0.231
C 1.6348 3.3743 -1.3762 0.5 0.7 0.3 -0.147
Cl 0.5788 2.1599 -1.9548 -0.6 -0.7 -0.6 0.048
H 1.3294 3.6509 -0.3731 0.1 0.1 0.0 0.148
H 2.6436 2.9817 -1.3914 0.1 0.1 0.0 0.231
```
Forces are in eV/Å.



Number 1: DFT total energy -1271.25840 Ha. Number 2: DFT total energy -1038.19083 Ha. Number 3: DFT total energy -7105.02556 Ha.